# 1
11
Properties=species:S:1:pos:R:3:forces:R:3 method="wB97M-V/def2-TZVPD" smiles="[H]/N=C/N.C=O" lumo_ev=0.946 de_lowest_ev=2.197
H -0.80913 -0.38176 2.14490 -0.152 -0.739 0.188
N -0.47551 -0.74977 1.25346 0.154 1.528 -0.428
C -1.29453 -0.33711 0.35179 0.331 -0.789 0.637
N -0.94708 -0.25915 -0.96294 -0.169 0.093 -0.793
H -2.31284 -0.04415 0.62333 -0.059 0.108 -0.340
H -1.49554 -0.66436 -1.70212 -0.435 0.257 0.215
H 0.01046 -0.10873 -1.23624 0.108 -0.544 0.276
C 1.79921 0.62091 -0.09103 1.047 0.278 -0.358
O 2.14376 0.15868 -1.15144 -0.365 -0.079 0.118
H 2.34789 0.35436 0.82304 -0.301 0.027 0.191
H 1.03333 1.41108 -0.05275 -0.159 -0.140 0.294


# 2
7
Properties=species:S:1:pos:R:3:forces:R:3 method="wB97M-V/def2-TZVPD" smiles="N#CC(=O)C=S" lumo_ev=-2.390 de_lowest_ev=0.293
N 1.52703 -2.07863 -0.04502 -1.087 2.302 0.350
C 1.01108 -1.03205 0.03152 0.550 -1.584 -0.709
C 0.46816 0.37880 -0.05039 2.824 1.033 0.737
O 1.28899 1.28025 -0.14864 -1.510 -1.158 -0.066
C -0.98168 0.56275 0.09470 -1.257 1.201 -0.289
S -1.89082 -0.73152 -0.10681 -0.612 -0.129 0.118
H -1.42275 1.62040 0.22464 1.093 -1.666 -0.142


# 3
20
Properties=species:S:1:pos:R:3:forces:R:3 method="wB97M-V/def2-TZVPD" lumo_ev="-0.425 / 0.394" de_lowest_ev=7.590
C 0.26814 -1.23184 -0.04145 -0.373 0.638 -0.465
C -0.42223 -0.01276 0.01020 4.264 -1.307 1.449
C 0.66341 0.89411 0.25945 -1.774 0.111 -0.706
C 0.64376 4.08354 -0.09986 1.413 -1.012 -1.106
C -3.62479 -1.60351 -0.08715 -0.133 1.493 4.210
C -1.77052 0.21949 0.05203 -1.931 -3.425 0.303
C -2.68005 -0.72551 0.15466 -0.883 0.345 -0.965
C 2.69375 -1.88443 0.08577 0.554 3.623 0.127
N 1.78513 0.32439 0.21038 2.361 0.441 0.406
N 1.57501 -0.98851 0.05182 -0.110 0.539 -0.650
H -0.03064 -2.22576 -0.24155 -0.657 -0.720 -0.026
H 0.08627 3.93283 -1.04447 0.954 0.066 0.584
H 1.75591 3.93639 0.06346 -1.729 0.192 -0.619
H -3.67255 -2.13068 -0.94434 -0.241 -1.306 -3.099
H -4.38020 -1.88535 0.68296 0.857 0.102 -0.427
H -1.95966 1.17716 -0.13666 -1.762 3.820 -0.761
H 0.05470 4.34566 0.72315 -0.639 0.370 1.180
H 2.68373 -2.30103 1.00665 0.622 -1.379 3.077
H 3.59168 -1.30428 -0.11723 -0.051 0.190 0.488
H 2.73917 -2.61991 -0.58783 -0.744 -2.779 -2.999


# 4
16
Properties=species:S:1:pos:R:3:forces:R:3 method="wB97M-V/def2-TZVPD" smiles=c1ccccc1.C#C lumo_ev=1.093 de_lowest_ev=2.886
C 0.35495 -0.03628 0.93284 -0.507 1.511 0.541
C -0.36219 -1.13882 0.64085 -2.147 -1.440 -0.750
C -1.54378 -1.16725 -0.12292 1.084 3.040 0.053
C -1.96644 0.07017 -0.60666 -0.179 1.379 -0.348
C -1.29370 1.27853 -0.27150 1.033 -2.378 1.021
C -0.12344 1.19714 0.52862 -1.192 1.083 -0.435
H 1.29574 -0.10535 1.43626 -0.007 -0.088 0.476
H -0.06668 -2.06496 0.99879 0.911 -1.687 0.716
H -2.11482 -2.00423 -0.38338 -0.366 -1.402 -0.010
H -2.84700 0.21421 -1.26197 0.479 -0.532 0.499
H -1.71459 2.18538 -0.61625 -0.095 0.899 -0.185
H 0.37600 2.10167 0.89519 -0.135 -0.272 -0.477
C 2.18298 -0.51325 -0.88711 -5.772 -2.174 -2.655
C 2.96457 0.16796 -0.34801 4.376 2.056 2.174
H 1.07620 -0.80450 -1.15842 3.361 0.290 0.113
H 3.78219 0.61960 0.22368 -0.844 -0.285 -0.734


# 5
74
Properties=species:S:1:pos:R:3:forces:R:3 method="wB97M-V/def2-TZVPD" lumo_ev=-3.502 charge=+1
C 5.89844 -2.23784 -2.84649 0.012 -0.381 0.131
C 4.55950 -2.62992 -3.38025 0.099 0.111 -0.079
Br 4.47352 -4.10388 -4.54221 0.067 -0.109 -0.059
C 3.43347 -1.99831 -3.06544 -0.040 -0.342 0.371
Br 3.39375 -0.52250 -1.92970 0.078 0.043 -0.003
S 1.87620 -2.55262 -3.72615 -0.281 0.704 -1.044
C 0.58028 -2.07710 -2.54357 0.637 -0.039 1.248
C -0.18567 -3.31768 -2.15156 -1.608 -0.429 -1.260
O -0.95559 -3.78752 -2.92693 0.304 -0.082 0.279
F -0.01748 -3.87365 -0.96183 0.657 0.663 0.103
H 5.90900 -2.42395 -1.77020 -0.009 0.110 0.047
H 6.67484 -2.85614 -3.28416 0.089 0.132 -0.121
H 6.09952 -1.18123 -3.00873 0.020 0.018 -0.079
H 1.93926 -3.89926 -3.67122 0.055 -0.010 0.512
H 1.06567 -1.57737 -1.70781 0.043 -0.086 0.074
H -0.06713 -1.35489 -3.03719 -0.206 -0.196 -0.117
O -2.51288 0.18080 -2.29650 0.352 -2.439 -2.313
P -3.93667 -0.28491 -2.11542 -1.697 3.674 4.283
N -4.86263 1.02763 -2.71346 -0.192 -0.111 -0.040
C -4.82143 2.31476 -2.03544 0.151 0.101 0.242
C -4.67424 1.19700 -4.15298 0.059 -0.229 -0.137
N -3.83585 -0.43684 -0.37431 0.540 -0.200 0.187
C -4.56466 0.40920 0.54598 -0.398 -0.177 -0.022
C -2.53512 -0.78602 0.17059 0.128 0.325 -0.076
N -5.23692 -1.34320 -2.11730 1.047 -1.324 -1.641
C -6.64175 -1.01283 -2.31914 -0.115 0.118 -0.566
C -4.99487 -2.70378 -1.64860 0.023 -0.035 0.031
H -5.41319 3.03261 -2.60473 0.059 -0.054 -0.131
H -3.80551 2.71522 -1.92519 -0.012 0.011 -0.031
H -5.28832 2.26126 -1.05518 0.089 -0.063 0.009
H -4.76628 0.23454 -4.66541 0.019 0.001 0.023
H -3.69137 1.61698 -4.39817 -0.019 0.010 -0.008
H -5.44911 1.85144 -4.55436 -0.016 0.025 0.072
H -4.13090 1.41533 0.62381 -0.033 0.000 0.054
H -4.55505 -0.03522 1.54474 0.051 -0.037 -0.015
H -5.61533 0.49653 0.26423 0.030 0.061 -0.104
H -1.86927 0.08266 0.28172 0.056 -0.043 0.018
H -2.03122 -1.51204 -0.46844 0.005 0.025 -0.009
H -2.66461 -1.25298 1.15059 -0.085 0.054 0.018
H -7.01062 -0.35123 -1.53414 0.040 0.037 -0.015
H -7.22830 -1.93205 -2.29805 0.140 -0.079 0.074
H -6.82972 -0.54654 -3.28290 0.017 0.085 0.026
H -5.35294 -2.82977 -0.62340 0.008 0.007 0.002
H -3.93031 -2.93923 -1.66694 0.017 0.039 0.062
H -5.49061 -3.43280 -2.29212 -0.013 0.036 -0.028
O 4.44841 0.68436 1.62337 -0.308 -2.623 0.474
P 3.46339 0.92531 2.72075 -0.345 4.675 0.284
N 2.12732 1.64957 1.90807 -0.262 0.115 0.532
C 2.22967 3.00339 1.38793 0.150 0.173 -0.025
C 1.61120 0.74354 0.90227 0.068 -0.213 -0.025
N 4.36326 1.98248 3.73645 0.408 -0.118 -0.212
C 3.97541 3.35016 4.01335 -0.333 -0.017 0.308
C 5.81502 1.84927 3.67158 0.072 0.060 -0.289
N 2.55245 0.30284 3.96589 0.448 -1.950 -0.524
C 1.14769 0.56612 4.24458 -0.252 -0.114 -0.271
C 3.26808 -0.39949 5.02719 0.068 0.010 0.028
H 1.31708 3.24504 0.84001 0.006 -0.136 -0.069
H 3.08610 3.14367 0.71388 -0.020 -0.006 -0.014
H 2.29093 3.73198 2.19110 0.083 -0.057 -0.020
H 1.48882 -0.26332 1.31598 0.066 0.008 -0.023
H 2.30970 0.67917 0.05549 -0.216 0.002 0.026
H 0.63031 1.06768 0.54662 0.047 0.130 0.011
H 4.17254 4.02184 3.16815 0.027 0.034 0.069
H 4.53601 3.72481 4.87243 0.052 -0.067 -0.004
H 2.92007 3.42091 4.28587 -0.022 -0.046 -0.109
H 6.25432 2.39913 2.83026 0.038 -0.013 0.014
H 6.10540 0.80578 3.57293 -0.013 0.008 -0.060
H 6.25115 2.22348 4.60019 -0.093 0.071 0.016
H 0.97368 1.61897 4.47136 -0.004 0.006 -0.036
H 0.84238 -0.02437 5.10886 0.161 -0.025 0.031
H 0.49434 0.27615 3.42379 0.005 0.078 -0.048
H 3.38550 0.23963 5.90609 0.013 0.001 -0.001
H 4.26124 -0.70032 4.69365 0.030 0.073 -0.005
H 2.74061 -1.31043 5.31586 -0.038 0.016 -0.029


# 6
12
Properties=species:S:1:pos:R:3:forces:R:3 method="wB97M-V/def2-TZVPD" smiles="C=Cc1nc(=O)[nH]o1" lumo_ev=-0.476 de_lowest_ev=5.439
C -2.93421 0.30352 0.00732 -1.386 3.928 -4.515
C -2.10990 -0.70842 0.10193 3.734 -3.017 1.536
C -0.56075 -0.37233 -0.03823 -0.893 -0.265 -0.888
N 0.47587 -1.18580 -0.07110 -0.738 2.423 -0.178
C 1.57648 -0.21959 -0.06490 3.821 -1.235 2.096
O 2.84250 -0.26490 -0.09052 -4.453 -1.165 -0.684
N 1.02579 0.96180 0.39593 3.860 3.762 -2.900
O -0.26085 1.01742 -0.14108 -1.271 -2.212 1.016
H -2.48800 1.35514 -0.62585 -1.053 -3.124 2.583
H -4.06043 0.34592 -0.20012 1.687 -0.712 1.303
H -2.21464 -1.87581 0.49173 -0.238 3.407 -1.247
H 1.76844 1.70356 -0.12354 -3.071 -1.790 1.878


# 7
125
Properties=species:S:1:pos:R:3:forces:R:3 method="wB97M-V/def2-TZVPD" lumo_ev=-0.362 de_lowest_ev=0.909
Sr -0.96365 -0.47787 0.53554 2.943 4.749 -2.152
Br 2.61683 -1.95033 1.78015 -0.068 0.079 -0.113
C 2.12075 -2.34964 -0.00413 -0.208 0.375 -0.299
C 2.62387 -3.50683 -0.57914 0.082 -0.063 -0.020
C 2.19737 -3.82803 -1.85412 0.150 -0.138 0.044
C 1.30354 -2.99104 -2.50137 0.050 -0.215 -0.345
C 0.88362 -1.85544 -1.85060 0.163 0.570 0.520
N 1.29108 -1.51463 -0.61287 0.091 -0.546 -0.099
C -0.07213 -0.93579 -2.57072 -0.154 0.460 0.280
O -0.20410 -1.02223 -3.76860 -0.010 0.102 0.231
O -0.74410 -0.06340 -1.78867 -0.023 -0.728 -1.601
H 3.32096 -4.12728 -0.03071 -0.085 0.035 -0.057
H 2.56155 -4.72740 -2.34027 -0.053 0.088 0.068
H 0.93480 -3.19753 -3.49987 0.058 0.036 0.144
C -4.08581 -0.09074 -4.65629 0.079 0.015 0.076
C -3.23192 -0.52877 -3.45534 -0.259 -0.309 -0.187
Ge -2.11880 0.90157 -2.81474 0.322 0.225 0.476
C -1.04262 1.89417 -4.05291 -0.060 0.434 -0.282
C -1.77480 3.15270 -4.55541 0.075 -0.033 0.005
C -3.27872 2.01543 -1.74985 -0.121 0.173 0.402
C -3.17661 2.59554 -0.53856 -0.278 -0.189 -0.351
Ge -1.45687 2.42346 0.50471 0.070 1.107 0.369
C -1.85817 3.01997 2.38967 -0.335 0.184 0.041
C -2.33060 4.45826 2.67225 0.155 -0.099 0.008
C -0.49931 4.04438 -0.19116 -0.029 0.255 -0.026
C -1.36991 5.25180 -0.58406 0.105 -0.036 -0.041
C -4.36112 3.32891 -0.00948 0.003 -0.189 -0.020
C -5.04653 2.82851 1.10260 0.023 -0.017 0.000
C -6.16732 3.47933 1.59892 0.020 0.073 -0.060
C -6.61785 4.65423 1.00117 0.048 -0.057 -0.030
C -5.94394 5.15845 -0.10500 0.015 -0.048 0.045
C -4.82865 4.49711 -0.61011 -0.031 0.065 -0.024
H -4.70525 -0.91627 -5.00484 -0.050 0.002 -0.041
H -3.45960 0.23012 -5.49466 -0.037 -0.038 0.073
H -4.75368 0.73923 -4.40527 0.064 -0.072 0.000
H -2.60306 -1.37686 -3.72117 -0.084 -0.018 -0.056
H -3.86556 -0.82714 -2.61516 -0.046 -0.030 -0.086
H -0.75979 1.23043 -4.86856 0.083 0.082 -0.042
H -0.13317 2.16853 -3.50875 0.014 0.010 -0.102
H -2.64732 2.89507 -5.17000 0.150 0.039 0.101
H -1.10805 3.77062 -5.16515 -0.082 -0.067 0.051
H -2.13178 3.77014 -3.72171 0.089 -0.119 -0.126
H -4.22004 2.13438 -2.31458 0.136 0.008 0.182
H -0.91151 2.84538 2.91838 -0.017 -0.007 -0.003
H -2.57188 2.29330 2.80916 0.090 0.162 0.026
H -1.61440 5.18917 2.27412 -0.124 -0.144 0.103
H -2.42491 4.65048 3.74960 -0.003 -0.023 -0.126
H -3.30312 4.66571 2.21551 0.105 -0.025 0.027
H 0.09778 3.72923 -1.05394 0.012 0.063 0.006
H 0.21256 4.32820 0.60033 -0.082 -0.063 -0.131
H -1.87792 5.06382 -1.53863 0.055 0.015 0.159
H -0.77291 6.16800 -0.70746 -0.093 -0.158 -0.022
H -2.14591 5.46227 0.15866 0.129 -0.030 -0.132
H -4.69643 1.91075 1.57040 -0.046 0.134 -0.046
H -6.69158 3.07310 2.45771 0.043 0.017 -0.067
H -7.49316 5.16524 1.39002 0.106 -0.042 -0.031
H -6.28862 6.07097 -0.58117 0.028 -0.075 0.035
H -4.30633 4.89440 -1.47647 -0.059 -0.045 0.112
C 3.01259 3.55206 -1.70207 -0.060 -0.214 0.038
P 2.42104 2.04806 -0.78272 0.093 -0.200 -0.099
C 3.85774 0.90965 -1.01696 0.069 0.008 0.047
C 3.84953 0.09516 -2.15143 -0.081 -0.056 -0.074
C 4.89810 -0.77739 -2.41566 -0.024 0.007 -0.009
C 5.97045 -0.86189 -1.53258 -0.008 -0.019 -0.043
C 5.98410 -0.07251 -0.39003 -0.100 0.066 0.019
C 4.93393 0.80743 -0.13382 0.074 -0.037 -0.052
C 2.71352 2.53858 0.96723 -0.234 -0.029 0.256
C 3.40273 3.67937 1.37448 0.117 0.018 0.103
C 3.63139 3.93644 2.72572 -0.059 -0.068 -0.038
C 3.19029 3.04543 3.69648 0.067 0.114 -0.035
C 2.47260 1.92034 3.31275 -0.069 -0.068 -0.060
C 2.21187 1.68931 1.96840 -0.025 0.303 -0.068
P 2.77597 3.51622 -3.53626 0.035 0.101 -0.006
C 4.27406 2.66314 -4.19198 -0.053 -0.019 -0.019
C 4.09153 1.78765 -5.26197 -0.008 -0.067 -0.005
C 5.17864 1.15042 -5.85920 -0.053 0.037 0.089
C 6.46024 1.37848 -5.37805 -0.039 0.071 0.079
C 6.65366 2.25440 -4.30977 -0.096 -0.011 -0.024
C 5.56881 2.89977 -3.73008 0.115 -0.062 0.013
C 3.27039 5.24902 -3.96413 0.005 0.002 -0.045
C 3.41358 6.28739 -3.04666 0.043 0.115 -0.023
C 3.77263 7.56931 -3.46977 -0.055 -0.129 0.000
C 3.98375 7.83034 -4.81516 -0.024 -0.061 0.031
C 3.82830 6.80409 -5.74416 -0.021 -0.035 0.066
C 3.47152 5.53221 -5.32166 0.002 -0.016 0.031
H 4.03185 3.81079 -1.42495 0.139 0.132 0.033
H 2.32997 4.34125 -1.37228 0.046 0.047 0.080
H 3.00559 0.14821 -2.84015 0.135 -0.010 0.075
H 4.87752 -1.39423 -3.31058 -0.002 0.098 0.104
H 6.79198 -1.54375 -1.73675 -0.115 0.089 0.035
H 6.81366 -0.13861 0.30849 -0.102 0.012 -0.081
H 4.95536 1.41376 0.76623 0.016 -0.050 -0.080
H 3.78262 4.38648 0.64360 -0.049 -0.099 0.058
H 4.16207 4.83661 3.01716 -0.024 -0.075 -0.027
H 3.38789 3.23939 4.74619 -0.026 -0.018 -0.114
H 2.10157 1.22407 4.06433 0.029 0.150 -0.156
H 1.56744 0.85672 1.71022 0.225 -0.069 -0.185
H 3.08321 1.59941 -5.62732 0.141 0.024 0.045
H 5.02154 0.47567 -6.69554 0.003 0.075 0.095
H 7.30994 0.88214 -5.83631 -0.075 0.051 0.057
H 7.65486 2.44138 -3.93570 -0.080 -0.018 -0.029
H 5.74042 3.59974 -2.91550 -0.038 -0.084 -0.082
H 3.24862 6.11834 -1.98737 0.045 0.020 -0.116
H 3.88630 8.36301 -2.73824 -0.021 -0.079 -0.056
H 4.26244 8.82714 -5.14072 -0.023 -0.097 0.023
H 3.98422 6.99796 -6.80039 -0.014 -0.025 0.090
H 3.35470 4.73729 -6.05560 0.024 0.094 0.075
C 0.53521 -2.23073 7.24659 -0.038 -0.028 -0.109
C -0.09958 -2.31527 5.88127 0.011 -0.095 0.105
C -0.69918 -3.48772 5.43599 0.081 0.076 0.085
C -1.25883 -3.57402 4.16877 -0.012 0.141 -0.144
C -1.22809 -2.46883 3.33173 0.123 0.150 0.354
C -0.64278 -1.26874 3.77310 -0.285 -0.491 -0.330
C -0.08660 -1.20767 5.03228 0.052 0.074 0.084
S -1.85775 -2.65576 1.68831 -0.885 -1.976 1.397
O -2.65225 -1.43025 1.43371 -1.599 -1.418 1.057
O -2.58685 -3.87503 1.61139 -0.257 -0.302 0.001
O -0.64356 -2.61834 0.84828 -0.104 -2.015 0.448
H 0.30228 -3.11036 7.84536 -0.003 0.017 -0.011
H 0.19128 -1.34756 7.78537 -0.008 0.004 -0.001
H 1.62178 -2.16092 7.16097 -0.018 0.002 0.000
H -0.73070 -4.35103 6.08917 0.009 0.000 0.010
H -1.72533 -4.48902 3.81925 0.058 0.113 0.041
H -0.62711 -0.36610 3.16340 -0.067 -0.067 0.132
H 0.35821 -0.27783 5.37159 -0.028 -0.038 0.001


# 8
13
Properties=species:S:1:pos:R:3:forces:R:3 method="wB97M-V/def2-TZVPD" smiles=NCNNN lumo_ev=1.023 de_lowest_ev=2.426
N 2.20716 -0.17503 0.10153 0.264 0.026 -0.065
C 0.84353 0.26502 0.23356 -0.165 0.141 -0.052
N -0.10155 -0.69915 -0.33746 0.145 -0.032 0.018
N -1.43622 -0.67189 0.10791 -0.106 -0.072 0.166
N -2.14444 0.55164 0.01035 0.017 0.366 0.040
H 2.45528 -0.26579 -0.87794 0.062 0.002 0.097
H 2.31487 -1.08854 0.52854 -0.020 0.013 -0.103
H 0.77562 1.26779 -0.22120 -0.034 -0.171 0.167
H 0.61496 0.34862 1.30268 -0.083 0.068 -0.141
H -0.09532 -0.66804 -1.35414 -0.073 -0.079 0.203
H -1.43948 -0.94408 1.08983 -0.033 0.012 -0.372
H -2.36204 0.72550 -0.96660 0.010 -0.074 0.206
H -1.63238 1.35394 0.38295 0.017 -0.199 -0.163